1.
Here is a structure of composition C33H28IrN6O6S from the OMol25 dataset. Energies are from wB97M-V/def2-TZVPD.

orbital gap (alpha / beta)	4.59 / 4.75	eV
energy relative to the best compared isomer or geometry (same formula, charge and spin)	264.3	kJ/mol

The geometry in ORCA input format:
```
! RIJCOSX wB97M-V def2-TZVPD def2/J DEFGRID3
* xyz 0 2
H -0.39 1.01 -2.17
C 0.80 2.84 -0.05
O 5.26 -2.68 -2.17
C 4.55 1.65 2.02
H -6.76 2.23 -3.48
H 1.97 -4.36 -0.85
H -2.29 -0.37 5.32
C -3.76 1.42 -2.36
N 0.95 -1.21 -0.27
O 4.09 -4.61 -2.01
C 1.82 2.89 -2.22
C -2.50 -4.25 1.48
N -6.08 1.96 -2.79
C 3.31 2.40 1.53
H 4.78 0.81 1.37
H 2.37 0.44 1.64
C -0.24 -3.20 0.32
C 1.93 0.90 -0.86
C -3.01 0.26 -0.38
H 3.51 2.75 0.51
C 3.07 -1.23 -1.38
C 3.07 -2.61 -1.35
C 2.28 1.61 -2.01
C 2.07 1.48 1.50
Ir -0.48 -0.26 0.82
C 4.33 -3.42 -1.93
O -5.23 1.79 5.20
C 1.98 -3.29 -0.82
H 0.54 -5.20 0.37
C -4.04 0.74 -1.14
H 2.88 3.33 3.45
H 2.21 4.20 2.06
C -4.77 1.97 -3.17
C -2.29 1.82 2.20
H -2.26 2.40 1.29
C 0.93 -2.56 -0.28
C -1.43 -5.09 1.20
C -4.09 1.83 5.61
C -3.09 2.21 3.26
N -1.55 0.72 2.25
C -2.38 1.47 -2.71
H -3.68 3.11 3.19
H -5.04 0.59 -0.78
N -1.28 -2.40 0.60
H 0.49 4.40 -1.45
H 1.40 1.75 2.32
C -0.30 -4.57 0.61
O -3.48 2.08 6.63
C -2.37 -2.91 1.15
N 1.34 1.59 0.23
C -0.51 -1.17 3.40
H 5.40 2.32 2.02
N -1.70 0.38 -0.69
C 0.97 3.46 -1.24
H -3.19 -2.23 1.34
S -4.40 2.75 -4.64
C 3.06 3.63 2.41
C -2.33 0.29 4.47
O 0.39 -1.03 2.52
H 2.84 1.10 -2.78
O -0.62 -2.03 4.24
H -6.38 1.30 -2.09
C 1.99 -0.54 -0.81
H -2.11 1.92 -3.65
C -3.10 1.42 4.40
C -1.43 0.96 -1.89
H -3.40 -4.62 1.94
H 0.23 3.27 0.76
H 3.93 4.28 2.41
H 3.92 -0.71 -1.79
C -1.54 -0.01 3.37
H 2.04 3.41 -3.13
H -1.47 -6.14 1.45
H 4.40 1.28 3.03
H -3.25 -0.25 0.54
*
```

2.
Here is a structure of composition C33H28N3O2PPd from the OMol25 dataset. Energies are from wB97M-V/def2-TZVPD.

orbital gap	3.85	eV

The geometry in ORCA input format:
```
! RIJCOSX wB97M-V def2-TZVPD def2/J DEFGRID3
* xyz -2 1
H 0.63 0.97 1.92
H 0.27 -2.48 5.09
C 2.20 -1.78 4.39
N 2.35 -0.51 -0.13
H -1.41 1.71 -2.13
C -5.72 0.49 -0.24
H 2.64 -1.67 5.38
C 3.10 -1.12 0.78
C 0.05 1.72 2.43
H -4.00 2.69 1.95
H -5.02 0.10 1.75
C -3.76 -2.80 3.79
C -1.34 1.62 2.38
C 0.36 0.28 -4.61
C -5.33 0.82 -1.55
O 3.97 0.70 -1.28
C -4.74 0.40 0.74
C -4.01 1.11 -1.84
H 3.29 1.50 -3.43
H 1.77 2.81 3.09
H 0.41 4.60 4.18
C -1.46 3.69 3.62
C -2.80 -0.74 2.91
C -3.55 -2.60 1.32
O 4.30 -1.42 0.76
H -2.78 -0.80 6.33
C 1.54 1.01 -4.61
H -4.01 1.70 3.39
C -3.38 -2.02 2.70
H -0.33 0.30 -5.44
H -3.56 -3.69 1.37
C 2.32 -1.55 2.01
H -0.86 -1.04 -3.42
C -2.59 -0.36 4.25
P -1.99 0.13 1.47
H -3.73 1.40 -2.85
H -4.00 3.47 3.54
H -2.06 4.47 4.08
N 1.07 -1.99 1.87
H -6.07 0.86 -2.34
C 0.38 -2.32 2.96
N 0.85 -0.53 -2.41
C -3.56 -2.38 5.10
C 2.36 0.95 -3.50
H -1.21 2.19 -0.40
H -3.86 -3.02 5.93
C 2.89 0.12 -1.19
C -0.07 3.76 3.68
H -6.75 0.28 0.00
H 3.95 -1.10 3.31
C -3.00 1.10 -0.84
C 1.98 0.17 -2.42
C 0.06 -0.47 -3.48
C -1.64 1.46 -1.09
H -2.74 -2.28 0.66
H 1.80 1.63 -5.47
C 0.89 -2.22 4.24
H -2.11 0.59 4.45
C -3.61 2.63 2.97
C -3.39 0.63 0.46
C -2.96 -1.15 5.32
C 0.69 2.77 3.08
Pd -0.36 -0.15 -0.18
H -4.19 -3.78 3.60
H -0.64 -2.66 2.79
C -2.11 2.64 2.98
C 2.93 -1.45 3.27
H -4.48 -2.27 0.85
*
```

3.
Here is a cluster of 2 separate species, C33H29BCl2F6O2S in total from the OMol25 dataset. Energies are from wB97M-V/def2-TZVPD.

orbital gap	6.83	eV

The geometry in ORCA input format:
```
! RIJCOSX wB97M-V def2-TZVPD def2/J DEFGRID3
* xyz 0 1
C 0.32 -0.59 -4.67
H 1.20 -0.41 -4.05
H 3.89 -0.95 3.75
H 1.03 1.11 3.50
Cl 4.57 5.43 -0.69
H 0.72 -0.25 -2.03
H -0.81 -2.62 -0.45
C -2.74 -3.23 -2.08
C 0.04 1.29 -0.70
H 5.11 1.11 2.38
F -4.91 1.40 1.43
H 4.30 2.88 -1.98
C 1.72 1.54 2.77
C -0.95 -0.27 -4.12
C 3.04 -0.21 1.33
F -2.97 -4.44 -1.48
H -0.47 -1.46 6.50
H 2.12 -0.85 3.84
C -5.03 0.66 0.28
H 2.39 1.33 -2.16
H 3.11 0.30 4.74
H -2.05 0.83 -2.65
H 4.10 -0.37 1.09
H -3.09 -0.41 -4.56
H -0.88 -3.19 6.29
C 0.48 -1.09 -5.96
C -3.92 -1.30 -0.90
F -6.21 -0.01 0.37
C -0.47 -2.72 2.33
H -2.20 -1.97 6.31
C -0.09 0.46 -1.87
H -4.80 -1.43 -1.51
H 1.92 5.56 0.34
C 2.29 2.26 -1.60
C -1.16 -2.17 6.00
H -0.88 1.61 -0.17
C -1.06 0.40 -2.83
C 3.37 3.11 -1.46
H 4.24 2.28 3.39
C 3.26 4.30 -0.73
B 1.48 1.36 0.32
C -1.81 -1.17 0.85
C 0.95 3.74 -0.23
C -2.79 -0.15 0.88
C -3.88 -0.29 0.07
C -2.80 -2.11 -1.09
C 2.02 4.60 -0.14
H 1.46 -1.32 -6.37
C -1.95 -1.06 -6.25
F -5.12 1.55 -0.76
C 4.17 1.64 2.51
H 0.01 3.97 0.27
H 2.58 -1.20 1.50
Cl -0.49 -1.98 -8.34
C 1.09 2.43 -0.83
H 0.01 -3.30 1.52
H 2.02 2.52 3.16
C -1.02 -2.09 4.53
S -1.80 -0.87 3.62
C 3.04 -0.26 3.81
O 2.45 0.43 0.18
H 0.53 -3.58 4.14
F -3.64 -3.07 -3.08
C -1.69 -1.99 -0.29
C -1.36 -1.67 2.09
H -2.82 -1.27 -6.88
O 1.01 1.75 1.55
C -0.22 -2.90 3.72
H 4.01 2.28 1.62
H -2.75 0.62 1.65
F -1.49 -3.30 -2.66
C -0.66 -1.35 -6.75
C -2.08 -0.57 -4.95
C 3.01 0.68 2.63
*
```

| no. | strongest force on any atom (Eh/bohr) |
| --- | --- |
| 1 | 0.097 |
| 2 | 0.010 |
| 3 | 0.088 |